# 1
Molecular formula: C20H31KN14OS2
Method: DFT, ωB97M-V/def2-TZVPD

Each line ends with the natural charge from an NBO analysis.
Positions of all 69 atoms, in Å:
K: -0.540 -0.664 -0.045  0.840
S: -0.339 -3.033 -2.024  1.315
S: -1.997 -1.789 3.263  -0.292
O: -1.245 -1.880 -2.310  -1.052
N: -1.766 1.119 -2.295  -0.862
N: -2.089 -4.045 1.872  -0.786
N: -0.022 -3.397 -0.644  -1.162
N: -0.012 -3.211 2.132  -0.456
N: -0.994 2.348 1.480  -0.499
N: 0.306 0.949 -3.328  -0.662
N: -3.634 0.003 -0.070  -0.314
N: -1.970 4.718 4.794  -0.787
N: 2.154 -0.121 -4.210  -0.451
N: 1.941 0.157 1.333  -0.411
N: 1.713 -0.219 -1.877  -0.780
N: 0.790 -2.107 2.098  -0.213
N: -4.045 -0.938 0.791  -0.354
N: 0.098 2.364 -1.497  -0.734
C: -1.809 1.911 2.441  0.075
C: -2.152 2.644 3.560  -0.310
C: -0.503 3.578 1.635  0.045
C: -1.336 -3.053 2.387  0.314
C: -5.709 -0.713 -0.607  -0.348
C: 4.045 -0.937 1.064  -0.251
C: 1.446 0.189 -3.059  0.620
C: -4.638 0.138 -0.927  -0.054
C: -0.782 4.398 2.710  -0.313
C: 4.648 0.272 0.751  -0.171
C: -5.282 -1.389 0.512  -0.046
C: 3.209 -1.103 -4.096  -0.418
C: 3.874 1.417 0.713  -0.253
C: -1.628 3.927 3.716  0.209
C: 2.410 0.910 -5.206  -0.408
C: 2.682 -0.953 1.342  0.154
C: -0.444 1.529 -2.284  0.579
C: 2.624 -3.510 1.164  -0.681
C: 2.523 1.303 1.015  0.083
C: 1.948 -2.232 1.580  0.234
H: -0.349 5.389 2.767  0.212
H: -3.078 -3.998 2.037  0.410
H: 0.159 3.932 0.849  0.199
H: 2.633 -0.645 -1.852  0.346
H: 4.628 -1.847 1.091  0.218
H: -6.648 -0.818 -1.121  0.230
H: -1.762 -4.552 1.062  0.412
H: -0.253 0.572 -4.080  0.403
H: -5.757 -2.138 1.123  0.218
H: 3.103 -3.380 0.195  0.238
H: -1.339 5.472 5.012  0.383
H: 2.849 -1.978 -3.556  0.218
H: 3.502 -1.415 -5.098  0.209
H: 1.950 -4.354 1.066  0.232
H: 2.418 0.468 -6.204  0.195
H: 1.873 2.169 0.980  0.206
H: 0.193 -3.901 1.415  0.415
H: -0.541 2.584 -0.736  0.352
H: 4.102 -0.711 -3.589  0.177
H: -2.816 2.221 4.303  0.215
H: -1.910 0.132 -2.490  0.422
H: -2.207 0.912 2.314  0.199
H: -2.316 4.236 5.607  0.384
H: 5.707 0.312 0.531  0.216
H: -2.297 1.438 -1.497  0.397
H: -3.467 -1.190 1.593  0.426
H: 3.392 -3.767 1.899  0.230
H: 3.381 1.390 -5.034  0.181
H: 4.293 2.377 0.446  0.221
H: 1.640 1.673 -5.161  0.230
H: -4.565 0.838 -1.744  0.209

## Properties
E_HOMO: -8.179 eV
relative energy (zero: lowest compared OMol25 entry of this formula, charge and spin): 0.00 kcal/mol
Kohn-Sham gap: 8.5651 eV

# 2
Molecular formula: C20H31N2OPSiTi
Method: DFT, ωB97M-V/def2-TZVPD

Each line ends with the natural charge from an NBO analysis.
Positions of all 57 atoms, in Å:
Ti: -0.352 -0.293 0.287  1.279
P: -0.104 1.419 -2.014  0.955
Si: -2.948 -0.327 0.065  0.439
O: 0.292 -1.150 -1.251  -0.858
N: -0.263 1.269 1.150  -0.774
N: 0.748 -1.496 1.583  -0.414
C: 1.504 -2.099 2.245  0.468
C: 0.726 -2.194 -2.199  0.111
C: 1.858 -2.922 -1.497  -0.617
C: 2.462 -2.849 2.973  -0.150
C: -0.874 3.049 -1.598  -0.949
C: 0.743 4.127 3.228  -0.221
C: -0.344 2.357 1.919  0.132
C: 3.130 -2.282 4.083  -0.155
C: 2.779 -4.156 2.554  -0.156
C: 0.837 3.005 2.420  -0.227
C: -0.490 -3.061 -2.502  -0.625
C: 4.278 -4.388 4.440  -0.159
C: -3.589 -1.779 -0.981  -1.079
C: -1.682 4.055 3.088  -0.192
C: 4.025 -3.060 4.817  -0.212
C: 1.354 1.757 -3.082  -0.936
C: 3.676 -4.925 3.296  -0.214
C: -0.510 4.668 3.548  -0.275
C: -1.172 0.729 -3.323  -0.947
C: -1.614 2.928 2.283  -0.263
H: -1.863 2.883 -1.148  0.254
H: -3.097 -2.718 -0.691  0.220
H: 2.427 -3.582 -2.160  0.208
H: 2.129 2.343 -2.572  0.238
H: -3.567 0.858 -0.635  -0.169
H: 1.801 2.570 2.148  0.198
H: 3.892 -5.942 2.977  0.231
H: 1.654 4.575 3.627  0.205
H: 1.028 2.294 -3.986  0.218
H: 4.522 -2.636 5.690  0.232
H: -2.520 2.433 1.913  0.216
H: -0.973 3.680 -2.492  0.213
H: 2.948 -1.239 4.346  0.240
H: -0.601 -3.773 -1.671  0.198
H: 1.095 -1.806 -3.170  0.160
H: -0.266 3.570 -0.845  0.249
H: -4.669 -1.869 -0.788  0.229
H: 2.543 -2.178 -1.083  0.218
H: -0.573 5.550 4.178  0.205
H: -1.175 1.410 -4.185  0.216
H: 2.320 -4.548 1.642  0.235
H: -3.429 -1.589 -2.050  0.219
H: -0.375 -3.656 -3.425  0.207
H: 1.814 0.813 -3.400  0.236
H: -2.655 4.454 3.378  0.207
H: 4.954 -5.002 5.033  0.228
H: -3.748 -0.512 1.321  -0.167
H: -2.201 0.581 -2.981  0.243
H: 1.434 -3.502 -0.654  0.188
H: -0.780 -0.239 -3.658  0.234
H: -1.411 -2.484 -2.607  0.231

## Properties
E_HOMO: -6.418 eV
Kohn-Sham gap: 5.3784 eV

# 3
Molecular formula: C20H31N3O2S
Method: DFT, ωB97M-V/def2-TZVPD

Each line ends with the natural charge from an NBO analysis.
Positions of all 57 atoms, in Å:
S: 3.456 3.052 -4.692  0.665
O: 1.225 3.546 -0.450  -0.631
O: -0.553 1.137 2.854  -0.664
N: 2.617 4.427 -4.372  -0.603
N: 1.157 1.384 -1.120  -0.607
N: -1.040 2.552 1.179  -0.434
C: -3.635 3.561 4.873  -0.438
C: -0.614 3.548 7.331  -0.394
C: 0.462 0.837 0.048  -0.062
C: -0.820 2.276 2.489  0.702
C: 1.122 5.447 -2.752  -0.644
C: -1.065 2.999 4.908  -0.208
C: -2.037 3.136 7.701  -0.396
C: -1.388 3.881 0.700  -0.400
C: 1.952 4.306 -3.247  0.233
C: 1.446 2.695 -1.296  0.673
C: -2.588 2.120 6.704  -0.378
C: -3.501 2.174 4.292  -0.408
C: 0.353 -0.673 -0.176  -0.397
C: -0.529 4.045 5.889  -0.389
C: 0.035 -1.467 1.085  -0.603
C: -0.882 3.440 3.462  -0.500
C: 2.093 3.037 -2.596  -0.233
C: -0.948 1.435 0.254  -0.206
C: 2.927 2.227 -3.314  -0.405
C: -2.502 2.663 5.292  -0.046
H: -0.903 -1.156 1.542  0.222
H: -2.681 4.022 7.695  0.194
H: -0.410 -0.856 -0.943  0.193
H: 0.050 2.684 7.445  0.194
H: -3.625 1.871 6.943  0.204
H: -1.595 0.637 0.624  0.213
H: -0.660 4.623 1.021  0.217
H: 1.125 6.241 -3.495  0.231
H: -3.207 2.089 3.255  0.211
H: 0.812 -1.321 1.835  0.216
H: -1.108 4.970 5.782  0.193
H: -0.251 4.316 8.017  0.207
H: -1.373 3.874 -0.385  0.213
H: 1.059 1.041 0.937  0.227
H: 1.302 -1.029 -0.586  0.201
H: -3.436 4.404 4.223  0.206
H: 1.513 5.818 -1.806  0.245
H: -2.386 4.178 1.032  0.188
H: -1.652 4.153 3.165  0.217
H: -2.063 2.731 8.715  0.206
H: 3.261 1.230 -3.070  0.244
H: -2.012 1.190 6.766  0.203
H: 0.069 3.975 3.360  0.240
H: -1.339 1.759 -0.712  0.203
H: 1.218 0.788 -1.928  0.394
H: 0.096 5.127 -2.567  0.222
H: -4.423 3.738 5.594  0.213
H: 0.508 4.287 5.639  0.204
H: -0.029 -2.531 0.855  0.206
H: -0.481 2.081 5.034  0.230
H: -4.204 1.416 4.614  0.215

## Properties
E_HOMO: -8.967 eV
relative energy (zero: lowest compared OMol25 entry of this formula, charge and spin): 5.51 kcal/mol
Kohn-Sham gap: 9.5283 eV

# 4
Molecular formula: C20H31N6O2
Method: DFT, ωB97M-V/def2-TZVPD

Each line ends with the natural charge from an NBO analysis.
Positions of all 59 atoms, in Å:
O: -1.212 2.686 -1.624  -0.620
O: 5.371 -0.838 -0.173  -0.668
N: 0.255 0.207 1.730  -0.017
N: 0.547 -1.026 1.519  -0.336
N: 0.122 0.801 0.569  -0.126
N: -2.534 2.137 0.112  -0.425
N: -4.458 0.041 0.416  -0.617
N: 1.167 -3.371 1.068  -0.720
C: -3.720 2.119 -0.733  -0.249
C: -2.809 1.610 1.433  -0.244
C: -1.537 -3.076 -0.731  -0.225
C: 2.868 1.538 -1.390  -0.183
C: 1.144 2.908 -0.178  -0.444
C: 0.978 -2.642 -0.233  -0.081
C: 2.347 2.004 -0.191  -0.077
C: -0.093 2.219 0.452  -0.135
C: -1.343 2.390 -0.453  0.678
C: 3.916 0.610 0.996  -0.287
C: -3.317 0.160 1.293  -0.218
C: 4.414 0.128 -0.212  0.298
C: -2.436 -3.780 -1.745  -0.602
C: 3.900 0.616 -1.406  -0.299
C: -4.209 0.668 -0.868  -0.230
C: 2.904 1.548 1.001  -0.135
C: 0.338 -0.064 -0.447  -0.066
C: -0.071 -3.324 -1.117  -0.410
C: -1.884 -3.545 0.683  -0.637
C: 0.616 -1.252 0.186  0.105
H: -3.442 0.080 -1.383  0.183
H: -3.577 -0.236 2.276  0.214
H: 4.303 0.271 -2.349  0.217
H: -5.123 0.635 -1.461  0.219
H: 0.072 -2.960 -2.135  0.240
H: 2.096 -3.776 1.181  0.441
H: -3.593 2.227 1.887  0.206
H: -1.733 -2.001 -0.794  0.208
H: 2.533 1.919 1.945  0.212
H: 0.446 -4.091 1.186  0.443
H: -0.271 2.597 1.460  0.252
H: -2.211 -3.454 -2.757  0.215
H: 0.270 0.222 -1.474  0.267
H: -3.479 -3.557 -1.541  0.227
H: -2.301 -4.858 -1.694  0.208
H: -1.935 1.633 2.080  0.219
H: 5.761 -0.957 -1.047  0.486
H: 1.358 3.816 0.387  0.239
H: -1.429 -2.919 1.448  0.203
H: 0.998 -2.568 1.774  0.474
H: -2.960 -3.479 0.822  0.248
H: 0.129 -4.398 -1.134  0.216
H: -4.491 2.740 -0.268  0.199
H: 0.886 3.192 -1.200  0.262
H: 4.342 0.245 1.917  0.231
H: -3.456 2.535 -1.705  0.253
H: 1.935 -2.625 -0.765  0.242
H: -1.605 -4.588 0.830  0.196
H: -5.278 0.454 0.850  0.359
H: 2.465 1.899 -2.324  0.223
H: -2.515 -0.458 0.874  0.169

## Properties
net charge: +1
E_HOMO: -11.123 eV
relative energy (zero: lowest compared OMol25 entry of this formula, charge and spin): 4.95 kcal/mol
Kohn-Sham gap: 8.5393 eV